1.
The following is a DFT calculation (the ωB97M-V functional and the def2-TZVPD basis) of a structure of composition C29H44CuN2OSb.

Output
<S²> = 0.754
Molar mass = 621.99 g/mol
Max |F| = 0.0034 hartree/bohr
Net charge = +1
HOMO-LUMO gap (alpha / beta) = 8.38 / 7.92 eV
2S+1 = 2

Each line ends with the Löwdin spin population.
Positions of all 78 atoms, in Å:
Cu 1.2266 -1.6662 0.2914  0.51
N 0.5311 -1.6421 2.2961  0.02
C -0.8929 -1.9589 2.5429  0.00
C -1.2405 -3.3625 2.0715  0.00
C -1.2074 -3.5541 0.5626  0.00
N 0.1719 -3.5151 0.0240  0.06
H 1.1071 -2.2838 2.8354  0.00
H 0.7531 -0.7203 2.6588  0.00
H -1.5030 -1.2294 2.0043  0.00
H -1.1309 -1.8614 3.6042  0.00
H -2.2511 -3.5889 2.4147  0.00
H -0.5859 -4.0946 2.5606  0.00
H -1.7764 -2.7551 0.0836  0.00
H -1.6942 -4.4979 0.3073  0.00
H 0.1514 -3.6614 -0.9801  0.00
H 0.7028 -4.2946 0.4043  0.00
C 2.1080 -1.6414 -1.4719  0.23
H 1.9056 -2.5546 -2.0371  0.02
H 3.1780 -1.5924 -1.2590  0.02
H 1.8243 -0.7819 -2.0827  0.02
C -2.1325 3.6161 -0.9413  0.00
C -1.7052 3.3753 0.4823  0.00
C -1.9794 4.3491 1.4413  0.00
C -1.6196 4.1912 2.7714  0.00
C -0.9696 3.0369 3.1764  0.00
C -0.6827 2.0638 2.2315  0.00
C -1.0407 2.2089 0.8917  0.02
Sb -0.4674 0.5926 -0.3875  0.04
C -2.3995 -0.1725 -0.8916  0.01
C -3.5093 0.2854 -0.1810  0.00
C -4.7710 -0.2428 -0.4118  0.00
C -4.9304 -1.2438 -1.3585  0.00
C -3.8296 -1.7139 -2.0579  0.00
C -2.5541 -1.1964 -1.8372  0.00
C -1.3926 -1.7546 -2.6223  0.00
C 0.0368 1.6039 -2.1970  0.00
C -0.8271 1.5320 -3.2898  0.00
C -0.5229 2.1691 -4.4802  0.00
C 0.6564 2.8957 -4.5852  0.00
C 1.5072 2.9857 -3.4975  0.00
C 1.2134 2.3495 -2.2904  0.00
C 2.1624 2.5416 -1.1346  0.00
H -2.8709 4.4153 -0.9868  0.00
H -2.5728 2.7236 -1.3875  0.00
H -1.2850 3.9048 -1.5667  0.00
H -2.4921 5.2528 1.1333  0.00
H -1.8483 4.9697 3.4877  0.00
H -0.6869 2.8965 4.2117  0.00
H -0.1695 1.1653 2.5552  0.00
H -3.3930 1.0657 0.5626  0.00
H -5.6224 0.1272 0.1451  0.00
H -5.9098 -1.6633 -1.5494  0.00
H -3.9571 -2.5024 -2.7912  0.00
H -1.5578 -2.8065 -2.8626  0.00
H -0.4476 -1.6686 -2.0778  0.00
H -1.2542 -1.2271 -3.5675  0.00
H -1.7649 0.9958 -3.2059  0.00
H -1.2054 2.1063 -5.3182  0.00
H 0.9061 3.4003 -5.5096  0.00
H 2.4187 3.5678 -3.5755  0.00
H 2.1944 3.5911 -0.8355  0.00
H 3.1765 2.2490 -1.4121  0.00
H 1.8746 1.9676 -0.2519  0.00
C 3.2283 1.0202 2.2910  0.00
C 3.7720 0.0992 1.2187  0.00
O 3.2577 -1.2311 1.3218  0.03
C 3.9457 -2.0688 2.2496  0.00
C 3.6428 -3.5145 1.9266  0.00
H 3.6773 2.0100 2.1960  0.00
H 3.4551 0.6497 3.2921  0.00
H 2.1463 1.1415 2.1925  0.00
H 4.8641 0.0596 1.2534  0.00
H 3.4828 0.4437 0.2267  0.00
H 3.6568 -1.8202 3.2769  0.00
H 5.0192 -1.8841 2.1565  0.00
H 2.5700 -3.7173 1.9756  0.00
H 4.1393 -4.1715 2.6401  0.00
H 3.9897 -3.7634 0.9238  0.00



2.
The following is a DFT calculation (the ωB97M-V functional and the def2-TZVPD basis) of a structure of composition C29H44F3O16SY.

Output
Energy relative to the best compared isomer or geometry (same formula, charge and spin) = 3.1135 eV
Molar mass = 826.62 g/mol
Max |F| = 0.1268 hartree/bohr
Net charge = +2
HOMO-LUMO gap = 4.34 eV

Each line ends with the Löwdin charge.
Positions of all 94 atoms, in Å:
Y -0.0486 -2.1098 -2.5685  2.13
C 0.1692 2.1846 0.0349  -0.60
F 0.3554 2.8990 1.1378  0.18
F -1.0867 2.4266 -0.4134  0.10
F 1.0898 2.5312 -0.8374  0.15
S 0.2804 0.2431 0.4027  0.56
O 1.5124 0.0854 1.2131  -0.30
O -0.8717 -0.1502 1.1719  -0.28
O 0.3612 -0.4868 -0.8649  -0.45
C -3.9746 0.8050 2.8032  -0.17
C -4.4218 2.1765 3.3251  -0.19
C -3.4626 2.5702 4.3560  -0.19
O -3.2665 1.3049 5.0308  -0.14
C -3.2843 0.1689 4.0713  -0.14
H -3.2821 0.8217 1.9616  0.07
H -4.7251 0.1386 2.3779  0.09
H -5.4067 2.0037 3.7590  0.12
H -4.6626 2.8826 2.5304  0.11
H -3.7138 3.3196 5.1067  0.13
H -2.5174 2.9074 3.9306  0.12
H -3.9283 -0.6086 4.4823  0.11
H -2.3266 -0.2954 3.8359  0.09
O -2.0796 -0.7943 -2.1496  -0.07
C -3.1330 -0.1873 -1.8698  -0.42
O -4.0281 -0.7351 -1.1117  0.11
C -5.1418 0.1674 -1.0785  -0.14
C -5.0544 0.9560 -2.2799  -0.16
C -3.5916 1.1228 -2.3907  -0.06
H -5.0874 0.9038 -0.2767  0.14
H -6.1248 -0.3034 -1.0783  0.16
H -5.5013 1.9482 -2.2175  0.16
H -5.5619 0.4558 -3.1047  0.15
H -3.2258 1.9608 -1.7973  0.14
H -3.2257 1.1402 -3.4174  0.15
O -1.3101 -2.8860 -0.5128  -0.08
C -1.9736 -3.1675 0.5316  -0.35
O -1.6771 -4.2693 1.1874  0.05
C -2.4523 -4.5766 2.2894  -0.13
C -3.0701 -3.2107 2.6067  -0.11
C -3.1815 -2.5310 1.2410  -0.04
H -1.8663 -5.0079 3.1010  0.14
H -3.2298 -5.2935 2.0256  0.14
H -2.5071 -2.6298 3.3372  0.12
H -4.0742 -3.3298 3.0138  0.13
H -3.0925 -1.4534 1.3783  0.09
H -4.0375 -2.7883 0.6172  0.14
O -3.2103 4.5237 -5.8348  0.10
C -2.2745 4.3566 -5.0390  -0.44
O -2.5258 4.0386 -3.7559  0.02
C -1.2801 3.7679 -3.0844  -0.20
C -0.2274 4.5215 -3.8580  -0.16
C -0.7584 4.4573 -5.2476  -0.08
H -1.0329 2.7071 -3.1261  0.11
H -1.2619 4.1931 -2.0809  0.13
H 0.6752 3.9311 -3.7001  0.12
H -0.3439 5.5336 -3.4705  0.14
H -0.6086 3.5472 -5.8284  0.13
H -0.3882 5.2162 -5.9370  0.14
O 2.2550 -1.9037 -2.2051  -0.08
C 3.3987 -2.0784 -1.7617  -0.34
O 3.7030 -1.9331 -0.4797  0.07
C 5.0327 -2.3151 -0.2006  -0.12
C 5.4543 -3.1226 -1.3624  -0.17
C 4.7163 -2.5039 -2.5234  -0.02
H 5.1025 -2.8819 0.7278  0.16
H 5.6563 -1.4215 -0.2262  0.15
H 5.1359 -4.1569 -1.2325  0.13
H 6.5054 -3.3206 -1.5720  0.15
H 4.5605 -3.2055 -3.3429  0.13
H 5.4178 -1.7784 -2.9352  0.14
O 3.8899 -4.8494 4.3166  0.08
C 3.0516 -4.1205 3.7185  -0.42
O 2.9043 -2.8080 3.9668  0.07
C 1.8973 -2.2927 3.1379  -0.22
C 1.5897 -3.2288 2.0542  -0.14
C 1.9730 -4.5982 2.7692  -0.03
H 2.1915 -1.2773 2.8723  0.11
H 1.0173 -2.0172 3.7191  0.14
H 2.1337 -3.0929 1.1195  0.09
H 0.5254 -3.1470 1.8337  0.09
H 2.1098 -5.3204 1.9643  0.12
H 1.0916 -4.9296 3.3182  0.12
O 6.7168 1.3072 -2.8115  0.08
C 6.1240 1.9127 -1.9197  -0.47
O 6.8299 2.5439 -0.9863  0.06
C 5.9079 3.3071 -0.1554  -0.11
C 4.4859 2.8393 -0.4748  -0.17
C 4.6372 1.8848 -1.5843  -0.10
H 6.0157 4.3599 -0.4165  0.13
H 6.0911 3.1742 0.9109  0.13
H 3.8526 3.6695 -0.7874  0.12
H 4.1841 2.2479 0.3897  0.12
H 4.0223 2.1154 -2.4543  0.13
H 4.4941 0.8383 -1.3150  0.11